No. 1
This record from the OMol25 dataset describes 9 unconnected molecules or ions with the total composition C40H86N2O7 in a non-equilibrium geometry. The level of theory is the ωB97M-V functional and the def2-TZVPD basis.

CARTESIAN COORDINATES (ANGSTROEM)
C 0.931 6.789 -4.090
C -0.455 6.077 -3.881
C 0.064 4.701 -3.686
O 1.077 4.578 -4.784
C 1.541 5.870 -5.187
H 1.496 6.641 -3.170
H 0.705 7.802 -4.421
H -1.058 6.116 -4.788
H -0.905 6.482 -2.974
H -0.762 4.027 -3.916
H 0.539 4.563 -2.715
H 1.315 6.123 -6.222
H 2.628 5.941 -5.141
C 2.220 1.692 4.045
C 3.688 1.966 4.380
C 4.380 0.681 3.859
O 3.423 0.143 2.868
C 2.128 0.767 2.854
H 1.679 2.625 3.883
H 1.740 1.299 4.942
H 3.832 2.193 5.436
H 4.100 2.834 3.864
H 4.575 -0.065 4.630
H 5.365 0.861 3.428
H 1.277 0.093 2.755
H 2.190 1.264 1.886
C 4.694 -0.130 -6.424
C 5.721 -1.185 -6.253
C 6.849 -0.369 -5.736
O 6.199 0.576 -4.863
C 4.765 0.698 -5.207
H 3.711 -0.531 -6.672
H 4.956 0.490 -7.282
H 6.009 -1.776 -7.122
H 5.364 -1.880 -5.493
H 7.269 0.193 -6.571
H 7.679 -0.852 -5.221
H 4.386 1.687 -5.467
H 4.213 0.262 -4.374
C 1.647 -3.107 5.163
C 2.282 -2.968 3.789
C 1.149 -2.737 2.857
O 0.284 -1.957 3.606
C 0.234 -2.503 4.965
H 2.237 -2.576 5.910
H 1.734 -4.146 5.483
H 2.870 -3.817 3.440
H 2.923 -2.088 3.843
H 0.707 -3.524 2.247
H 1.510 -2.036 2.104
H -0.583 -3.220 4.881
H -0.183 -1.758 5.643
C -4.404 2.118 -1.941
C -4.886 1.937 -0.554
C -3.712 2.598 0.281
O -3.053 3.449 -0.688
C -3.748 3.456 -1.874
H -5.261 2.093 -2.613
H -3.683 1.317 -2.104
H -4.887 0.913 -0.179
H -5.730 2.611 -0.405
H -2.935 1.897 0.586
H -4.079 3.033 1.210
H -3.073 3.653 -2.707
H -4.453 4.288 -1.899
C -3.587 -1.453 2.116
C -3.278 -0.354 3.128
C -3.812 -1.084 4.333
O -3.362 -2.490 4.278
C -3.358 -2.747 2.883
H -2.979 -1.501 1.213
H -4.665 -1.457 1.954
H -3.830 0.572 2.966
H -2.198 -0.235 3.210
H -4.882 -1.044 4.536
H -3.494 -0.661 5.286
H -4.047 -3.510 2.522
H -2.317 -3.042 2.745
C -1.364 6.567 0.439
C -0.517 5.349 0.250
C -0.515 4.676 1.597
O -0.466 5.724 2.512
C -0.993 6.934 1.843
H -2.428 6.407 0.262
H -0.978 7.445 -0.080
H 0.533 5.518 0.011
H -0.863 4.678 -0.536
H 0.359 4.038 1.727
H -1.454 4.175 1.831
H -0.190 7.671 1.831
H -1.823 7.357 2.408
C -1.406 -8.647 -0.492
C -2.383 -7.364 -0.595
N -2.435 -6.552 0.623
C -2.738 -7.315 1.848
C -3.361 -6.377 2.957
C -1.306 -5.677 0.908
C -1.478 -4.528 -0.111
H -2.022 -9.466 -0.122
H -0.479 -8.543 0.073
H -1.147 -8.871 -1.526
H -2.015 -6.747 -1.415
H -3.362 -7.609 -1.006
H -1.838 -7.854 2.144
H -3.463 -8.084 1.579
H -3.565 -6.955 3.858
H -4.305 -5.960 2.605
H -2.727 -5.584 3.354
H -1.133 -5.166 1.855
H -0.391 -6.244 0.736
H -2.434 -4.006 -0.126
H -0.686 -3.862 0.231
H -1.385 -4.750 -1.175
C 2.653 -1.591 -1.243
C 1.566 -0.780 -0.594
N 0.868 0.062 -1.586
C 1.548 1.249 -2.063
C 1.585 2.377 -1.034
C -0.546 0.337 -1.298
C -1.407 -0.858 -1.761
H 3.144 -2.206 -0.488
H 3.446 -1.040 -1.748
H 2.161 -2.243 -1.965
H 0.891 -1.504 -0.139
H 1.965 -0.164 0.212
H 2.504 0.805 -2.339
H 1.182 1.637 -3.014
H 1.947 3.246 -1.584
H 0.677 2.734 -0.547
H 2.401 2.073 -0.378
H -0.950 1.066 -2.000
H -0.826 0.604 -0.279
H -2.473 -0.745 -1.562
H -0.955 -1.795 -1.434
H -1.250 -0.812 -2.838

Cartesian forces (eV/Å) of the 6 atoms listed first:
-1.657 -0.533 -1.625
1.781 1.003 0.722
0.316 -0.211 -2.016
-0.603 -0.568 0.655
0.087 0.658 1.590
0.111 0.672 -0.057

Output
Kohn-Sham gap (alpha / beta) (eV): 7.45 / 2.77
Lowest unoccupied orbital energy (alpha / beta) (eV): -2.318 / -6.992
Net charge: +1
Spin multiplicity: 2
Max |F| (eV Å⁻¹): 4.24

No. 2
This record from the OMol25 dataset describes C4H8O in the gas phase in a non-equilibrium geometry. The level of theory is the ωB97M-V functional and the def2-TZVPD basis.

CARTESIAN COORDINATES (ANGSTROEM)
C 0.273 0.745 1.111
C 0.623 -0.419 -0.009
O 0.433 -1.753 0.369
C 0.184 -0.254 -1.433
C -0.911 0.284 -0.661
H 0.765 1.682 0.847
H 0.775 0.314 1.961
H -0.720 1.063 1.532
H 0.717 -1.895 1.279
H 0.751 0.433 -2.043
H -0.040 -1.200 -1.916
H -1.137 1.352 -0.718
H -1.712 -0.349 -0.320

Cartesian forces (eV/Å) of the 6 atoms listed first:
1.287 -0.565 0.456
-2.477 1.723 0.721
-0.199 0.315 0.388
0.058 0.247 -0.571
-0.639 -0.536 -1.083
0.237 -0.215 -0.068

Output
Kohn-Sham gap (eV): 8.24
Lowest unoccupied orbital energy (eV): 0.965
Net charge: 0
SMILES: CC1(O)CC1
Energy relative to the best compared isomer or geometry (same formula, charge and spin) (eV): 4.092
Spin multiplicity: 1
Max |F| (eV Å⁻¹): 3.10

- Number 1 is which compound?
  C40H86N2O7